Molecular formula: C27H44N3P3SeYb
Method: DFT, ωB97M-V with the def2-TZVPD basis set

Values from the calculation:
E_tot	-5802.6952	Eh
ΔE to the lowest compared entry with this formula, charge and spin	0.0	kcal/mol
<S²>	0.7509
charge	+3
2S+1	2
Kohn-Sham gap (spin up / spin down)	6.4 / 5.4	eV

Each line ends with the Löwdin spin population.
Atoms and positions in Å:
Yb  0.22  0.73  -0.56  0.988
P  -0.61  -0.62  2.12  0.000
P  0.00  3.44  0.19  -0.001
P  2.58  0.85  1.32  0.003
H  1.94  -3.84  -2.37  0.000
C  2.25  -3.78  -1.31  0.000
C  1.37  -3.92  -0.31  0.000
H  0.29  -3.99  -0.50  0.000
C  -2.18  -1.50  2.48  0.000
C  -0.91  0.83  3.21  0.000
C  0.46  -1.63  3.23  0.000
C  0.92  4.50  -0.98  0.000
C  -1.68  4.11  -0.10  0.000
C  0.40  4.29  1.76  0.000
C  3.42  -0.78  1.45  0.001
C  2.77  1.44  3.05  0.000
C  3.95  1.81  0.57  0.001
H  3.33  -3.68  -1.14  0.000
H  1.69  -3.91  0.74  0.000
H  -2.21  -2.47  1.97  0.000
H  -3.04  -0.91  2.13  0.000
H  -2.26  -1.65  3.56  0.000
H  -1.59  1.52  2.69  0.000
H  0.02  1.38  3.43  0.000
H  -1.37  0.50  4.15  0.000
H  0.92  -2.43  2.63  0.000
H  -0.17  -2.09  4.01  0.000
H  1.26  -1.06  3.70  0.000
H  0.53  5.53  -0.90  0.000
H  0.77  4.14  -2.01  0.000
H  1.99  4.50  -0.75  0.000
H  -1.64  5.20  -0.04  0.000
H  -2.38  3.74  0.67  0.000
H  -2.05  3.80  -1.09  0.000
H  0.10  5.34  1.67  0.000
H  1.48  4.25  1.94  0.000
H  -0.14  3.83  2.59  0.000
H  4.50  -0.60  1.56  0.000
H  3.24  -1.40  0.56  0.000
H  3.06  -1.33  2.33  0.000
H  3.85  1.55  3.26  0.000
H  2.34  0.74  3.77  0.000
H  2.28  2.41  3.17  0.000
H  4.86  1.63  1.16  0.000
H  3.71  2.89  0.59  0.000
H  4.12  1.51  -0.48  0.000
C  3.43  -0.03  -3.56  0.000
C  3.82  -1.30  -4.03  0.001
C  4.91  -1.43  -4.89  0.000
C  5.61  -0.29  -5.34  0.001
C  5.15  0.97  -4.96  0.000
C  4.06  1.12  -4.09  0.001
Se  2.31  0.03  -1.97  0.004
H  0.82  0.20  -2.46  0.000
H  3.29  -2.18  -3.65  0.000
H  5.23  -2.43  -5.20  0.000
H  6.49  -0.41  -5.98  0.000
H  5.68  1.85  -5.33  0.000
H  3.72  2.11  -3.78  0.000
N  -8.37  -4.79  2.18  0.000
C  -7.58  -4.11  1.65  0.000
C  -6.61  -3.27  1.00  0.000
C  -5.31  -3.75  0.75  0.000
C  -4.38  -2.95  0.08  0.000
C  -4.74  -1.65  -0.30  0.000
C  -6.02  -1.16  -0.06  0.000
C  -6.96  -1.97  0.59  0.000
N  -3.77  -0.81  -0.90  0.000
C  -4.00  0.43  -1.51  0.000
C  -2.78  0.93  -1.86  0.000
N  -1.79  0.05  -1.44  0.001
C  -2.42  -0.99  -0.89  0.000
H  -5.03  -4.75  1.08  0.000
H  -3.39  -3.34  -0.16  0.000
H  -6.30  -0.15  -0.37  0.000
H  -7.96  -1.60  0.79  0.000
H  -4.98  0.84  -1.60  0.000
H  -2.56  1.86  -2.37  0.000
H  -1.93  -1.88  -0.49  0.000

Molecular formula: C18H64N10O14
Method: DFT, ωB97M-V with the def2-TZVPD basis set

Values from the calculation:
E_tot	-2324.9407	Eh
ΔE to the lowest compared entry with this formula, charge and spin	36.7	kcal/mol
2S+1	1
Kohn-Sham gap	8.6	eV

Each line ends with the Mulliken charge.
Atoms and positions in Å:
C  -14.77  20.71  -2.93  -1.468
C  -14.70  19.18  -2.95  -0.374
O  -13.41  18.79  -2.74  -0.165
H  -14.50  20.97  -1.91  0.308
H  -15.77  21.09  -3.13  0.412
H  -14.15  21.17  -3.63  0.340
H  -15.13  18.78  -3.85  0.438
H  -15.32  18.76  -2.21  0.394
H  -13.34  17.87  -2.95  0.110
C  -10.06  19.75  -1.88  -1.082
C  -10.49  18.71  -0.86  -0.283
O  -9.53  17.70  -0.72  -0.604
H  -9.09  20.24  -1.83  0.313
H  -10.89  20.46  -1.69  0.481
H  -10.14  19.42  -2.88  0.027
H  -11.39  18.30  -1.15  0.372
H  -10.65  19.36  -0.03  0.406
H  -9.99  17.00  -0.33  0.329
C  -10.72  15.80  -3.28  1.961
C  -9.35  15.44  -3.70  1.847
O  -9.03  14.23  -3.11  0.487
H  -10.89  15.71  -2.19  -1.052
H  -11.47  15.19  -3.70  -0.250
H  -10.99  16.87  -3.52  -0.783
H  -8.60  16.07  -3.16  -1.136
H  -9.22  15.62  -4.76  -0.334
H  -8.10  13.99  -3.32  -0.181
C  -13.74  15.08  0.00  0.094
C  -14.81  16.19  -0.13  -0.037
O  -15.71  16.11  0.93  -0.542
H  -12.92  15.25  -0.62  -0.592
H  -14.21  14.17  -0.21  0.265
H  -13.28  15.15  1.00  0.367
H  -15.26  16.21  -1.10  0.026
H  -14.36  17.20  -0.12  0.151
H  -16.54  16.18  0.51  0.356
C  -6.40  18.68  -1.18  0.446
O  -6.52  18.51  0.18  -0.757
N  -7.32  18.36  -2.05  0.624
N  -5.35  19.24  -1.66  -0.248
H  -8.18  18.12  -1.58  -0.221
H  -7.14  18.32  -3.05  0.053
H  -4.65  19.64  -1.00  0.284
H  -5.02  19.35  -2.64  0.177
C  -9.64  16.04  -7.59  0.213
O  -8.41  15.48  -7.44  -0.673
N  -9.85  17.17  -8.21  -0.461
N  -10.78  15.56  -7.12  -0.208
H  -8.92  17.53  -8.47  0.301
H  -10.67  17.48  -8.77  0.334
H  -10.73  14.69  -6.65  0.201
H  -11.55  16.23  -6.88  0.315
C  -12.49  12.54  -3.59  0.214
O  -13.54  11.91  -4.27  -0.793
N  -12.61  12.83  -2.33  -0.120
N  -11.26  12.65  -4.05  -0.011
H  -13.55  12.71  -1.99  0.250
H  -11.77  13.26  -1.78  0.233
H  -11.19  12.33  -5.01  0.228
H  -10.40  13.02  -3.66  -0.062
C  -11.46  18.70  -5.64  0.334
O  -12.13  17.52  -5.71  -0.714
N  -11.76  19.51  -4.80  0.222
N  -10.51  19.06  -6.51  -0.407
H  -12.33  19.20  -4.06  -0.147
H  -11.17  20.33  -4.55  0.350
H  -10.24  18.27  -7.14  0.279
H  -10.07  20.02  -6.55  0.221
C  -10.46  14.01  0.08  0.151
O  -10.29  15.37  0.19  -0.825
N  -10.05  13.29  -0.89  -0.008
N  -11.11  13.27  0.91  -0.179
H  -9.46  13.76  -1.65  -0.413
H  -10.13  12.30  -0.87  0.305
H  -11.46  13.62  1.81  0.345
H  -11.43  12.39  0.53  0.203
C  -7.19  11.32  -3.32  -0.691
O  -7.97  11.16  -2.14  -0.464
H  -6.21  10.87  -3.21  0.402
H  -6.87  12.32  -3.61  0.151
H  -7.75  10.86  -4.21  0.254
H  -7.35  11.44  -1.42  0.305
C  -14.45  15.31  -3.46  -0.134
O  -13.86  16.38  -4.04  -0.409
H  -15.33  15.77  -2.89  0.308
H  -13.88  14.90  -2.65  -0.349
H  -14.82  14.64  -4.26  0.377
H  -13.20  16.03  -4.57  0.120
C  -7.20  18.28  -5.58  -0.079
O  -8.18  18.51  -4.62  -0.415
H  -6.46  17.58  -5.18  -0.242
H  -6.75  19.19  -5.99  0.309
H  -7.53  17.75  -6.47  0.061
H  -8.99  18.82  -5.02  0.126
C  -4.98  16.03  -3.46  -0.735
O  -6.10  15.29  -3.00  -0.306
H  -4.91  16.24  -4.52  0.339
H  -4.04  15.62  -3.09  0.357
H  -4.94  17.05  -3.08  0.059
H  -6.89  15.82  -2.76  0.019
C  -7.04  14.93  -0.09  0.196
O  -6.33  14.30  0.96  -0.633
H  -7.89  15.45  0.40  0.207
H  -7.44  14.33  -0.86  -0.263
H  -6.55  15.74  -0.52  0.137
H  -5.77  14.99  1.32  0.358

Molecular formula: C42H111N9O12
Method: DFT, ωB97M-V with the def2-TZVPD basis set

Values from the calculation:
E_tot	-3061.9068	Eh
ΔE to the lowest compared entry with this formula, charge and spin	203.7	kcal/mol
SMILES	COC[C@H](C)N.COC[C@H](C)N.COC[C@H](C)N.COC[C@H](C)N.COC[C@H](C)N.COC[C@H](C)N.COCCNCCOC.COCCNCCOC.COCCNCCOC
2S+1	1
Kohn-Sham gap	9.2	eV

Each line ends with the Mulliken charge.
Atoms and positions in Å:
C  3.90  21.52  -0.48  -0.761
O  3.97  20.40  -1.24  -0.296
C  3.76  19.22  -0.50  -0.748
C  5.22  18.66  -0.24  0.731
C  6.01  18.10  -1.52  -1.449
N  5.16  17.61  0.70  -0.744
H  2.92  21.76  -0.06  0.293
H  4.30  22.27  -1.15  0.268
H  4.62  21.57  0.34  0.318
H  3.03  19.28  0.30  0.371
H  3.34  18.49  -1.20  0.273
H  5.81  19.39  0.30  0.195
H  7.09  18.00  -1.37  0.360
H  5.95  18.68  -2.43  0.335
H  5.69  17.06  -1.62  0.400
H  5.82  16.88  0.48  0.206
H  5.47  17.83  1.63  0.249
C  1.02  -2.13  8.32  -0.794
O  1.95  -1.68  9.33  -0.324
C  1.28  -0.98  10.35  -0.589
C  2.19  0.04  11.01  0.489
C  3.57  -0.44  11.26  -1.563
N  1.64  0.28  12.32  -0.732
H  0.87  -1.30  7.63  0.325
H  0.10  -2.64  8.61  0.316
H  1.53  -2.90  7.74  0.262
H  0.44  -0.42  9.94  0.337
H  0.84  -1.66  11.08  0.251
H  2.19  0.95  10.41  0.318
H  4.14  -0.38  10.34  0.362
H  3.71  -1.43  11.71  0.366
H  4.13  0.23  11.91  0.448
H  2.02  -0.51  12.83  0.290
H  1.88  1.10  12.85  0.235
C  -4.53  17.43  -1.39  -0.704
O  -3.30  16.79  -1.57  -0.309
C  -3.44  15.43  -1.97  -0.942
C  -4.05  14.36  -0.89  0.638
C  -3.34  14.24  0.50  -1.241
N  -4.13  13.09  -1.51  -0.746
H  -4.35  18.48  -1.19  0.233
H  -5.11  17.03  -0.56  0.260
H  -5.02  17.32  -2.36  0.321
H  -4.00  15.35  -2.90  0.426
H  -2.45  15.07  -2.26  0.379
H  -5.12  14.49  -0.71  0.265
H  -3.68  15.04  1.16  0.299
H  -2.33  14.63  0.36  0.313
H  -3.43  13.32  1.07  0.366
H  -4.47  12.24  -1.09  0.231
H  -4.72  13.21  -2.32  0.209
C  6.65  -0.17  1.99  -0.726
O  7.01  0.16  0.61  -0.323
C  5.92  0.93  0.07  -0.666
C  6.12  1.52  -1.38  0.123
C  7.36  2.43  -1.32  -1.245
N  4.94  2.37  -1.71  -0.715
H  7.50  -0.79  2.25  0.259
H  5.81  -0.87  1.97  0.324
H  6.50  0.66  2.68  0.291
H  5.04  0.30  0.11  0.420
H  5.69  1.84  0.63  0.297
H  6.11  0.62  -2.00  0.360
H  7.59  2.65  -2.36  0.410
H  8.23  1.81  -1.08  0.320
H  7.12  3.31  -0.72  0.337
H  5.27  2.80  -2.57  0.279
H  4.89  3.20  -1.15  0.256
C  14.74  6.36  6.70  -0.809
O  13.52  7.00  7.15  -0.340
C  12.73  7.38  6.02  -0.662
C  11.21  7.65  6.41  0.594
C  10.59  6.34  6.85  -1.392
N  10.43  8.01  5.21  -0.642
H  14.59  5.31  6.44  0.336
H  15.42  6.17  7.52  0.298
H  15.39  6.89  6.00  0.319
H  13.01  8.36  5.63  0.270
H  12.87  6.72  5.17  0.372
H  11.03  8.42  7.16  0.227
H  9.53  6.59  6.99  0.392
H  11.05  5.87  7.72  0.309
H  10.66  5.63  6.03  0.348
H  9.45  7.80  5.33  0.186
H  10.68  8.91  4.81  0.194
C  -4.79  3.19  -5.93  -0.786
O  -4.26  2.73  -4.71  -0.267
C  -2.82  2.62  -4.61  -0.761
C  -2.89  1.80  -3.27  0.340
C  -3.23  2.64  -1.95  -1.248
N  -1.64  1.09  -3.09  -0.624
H  -5.86  3.39  -5.84  0.249
H  -4.55  2.58  -6.80  0.286
H  -4.37  4.17  -6.17  0.314
H  -2.39  2.24  -5.54  0.416
H  -2.45  3.62  -4.38  0.266
H  -3.63  1.01  -3.39  0.387
H  -3.64  3.63  -2.17  0.325
H  -2.44  2.79  -1.21  0.398
H  -4.02  2.05  -1.48  0.248
H  -0.85  1.59  -2.69  0.221
H  -1.83  0.23  -2.59  0.234
C  -11.38  0.65  10.93  -0.711
O  -11.92  0.02  12.08  -0.346
C  -13.14  -0.68  11.84  -0.714
C  -13.63  -1.30  13.17  -0.336
N  -13.52  -0.29  14.30  -0.398
C  -13.77  -0.95  15.62  -0.586
C  -15.33  -1.21  15.68  -0.237
O  -15.60  -2.08  16.80  -0.343
C  -16.99  -2.38  17.08  -0.781
H  -12.22  0.79  10.24  0.325
H  -10.72  -0.04  10.41  0.263
H  -10.79  1.53  11.20  0.233
H  -12.84  -1.31  11.00  0.462
H  -13.91  -0.10  11.34  0.359
H  -13.00  -2.16  13.39  0.269
H  -14.64  -1.56  12.85  0.257
H  -12.56  0.05  14.27  0.255
H  -13.63  -0.21  16.41  0.336
H  -13.25  -1.90  15.70  0.327
H  -15.69  -1.78  14.83  0.244
H  -15.88  -0.31  15.96  0.243
H  -17.32  -1.56  17.72  0.302
H  -17.14  -3.31  17.63  0.265
H  -17.71  -2.38  16.27  0.315
C  6.02  18.26  15.95  -0.767
O  5.56  17.08  15.44  -0.367
C  6.70  16.39  14.94  -0.536
C  7.23  15.33  15.93  -0.798
N  6.41  14.93  17.07  -0.432
C  5.16  14.20  16.63  -0.600
C  5.35  12.92  15.72  -0.709
O  5.72  13.04  14.35  -0.234
C  5.36  12.11  13.28  -0.751
H  5.38  19.06  16.31  0.281
H  6.45  18.84  15.14  0.293
H  6.83  18.00  16.64  0.316
H  7.51  16.99  14.52  0.499
H  6.20  15.91  14.10  0.294
H  8.04  15.81  16.48  0.437
H  7.62  14.46  15.40  0.376
H  6.12  15.72  17.63  0.293
H  4.43  14.89  16.21  0.359
H  4.62  13.77  17.47  0.392
H  4.39  12.40  15.77  0.466
H  6.02  12.22  16.21  0.339
H  4.28  12.04  13.37  0.323
H  5.65  11.10  13.56  0.309
H  5.74  12.36  12.29  0.217
C  1.27  7.57  -0.07  -0.775
O  2.25  7.30  0.82  -0.299
C  2.72  8.30  1.71  -0.689
C  1.89  8.27  3.04  -0.489
N  2.32  7.09  3.73  -0.340
C  1.66  6.94  5.06  -0.892
C  0.24  6.43  5.23  -0.381
O  0.09  5.09  4.76  -0.324
C  -1.27  4.64  4.73  -0.764
H  1.16  6.80  -0.82  0.267
H  1.48  8.46  -0.67  0.324
H  0.27  7.78  0.33  0.283
H  2.71  9.26  1.18  0.413
H  3.76  8.27  2.02  0.334
H  0.84  8.13  2.77  0.256
H  2.11  9.17  3.61  0.421
H  2.01  6.37  3.10  0.291
H  1.65  7.93  5.52  0.402
H  2.36  6.31  5.60  0.359
H  -0.53  7.11  4.85  0.378
H  0.10  6.44  6.31  0.352
H  -1.79  4.75  5.68  0.303
H  -1.35  3.58  4.49  0.265
H  -1.80  5.10  3.90  0.305